C10H22N4 | ωB97M-V with the def2-TZVPD basis set

net charge = 0
Kohn-Sham gap = 0.3002 hartree
energy = -612.83363 Ha
ΔE to the lowest compared entry with this formula, charge and spin = 215.5 kcal per mole

Atoms and positions in Å:
1 C -2.86 -0.67 -0.05
2 C -1.74 1.34 -0.35
3 C -0.53 1.97 -1.29
4 C 1.23 1.96 0.52
5 C 1.04 0.81 1.50
6 C 1.82 -0.55 1.44
7 C 1.46 -1.84 0.65
8 C 2.17 -1.81 -0.72
9 C 1.35 -0.99 -1.72
10 C 1.18 0.25 -0.86
11 H -4.64 -0.48 1.29
12 H -2.46 -0.69 1.99
13 H -3.92 -2.13 -0.25
14 H -1.12 -0.57 -1.07
15 H -1.84 2.06 0.59
16 H -2.64 1.59 -1.27
17 H -0.69 1.79 -2.38
18 H -0.79 3.01 -1.13
19 H 0.63 2.77 0.92
20 H 2.24 2.24 0.88
21 H -0.05 0.58 1.57
22 H 1.47 1.17 2.43
23 H 1.87 -0.79 2.54
24 H 2.83 -0.40 1.25
25 H 0.27 -1.88 0.10
26 H 1.45 -2.94 1.16
27 H 3.13 -0.97 -0.60
28 H 2.44 -2.82 -1.24
29 H 0.18 -1.26 -1.66
30 H 1.63 -0.90 -2.87
31 H 2.11 0.28 -0.47
32 H 0.31 -0.13 -0.25
33 N -3.50 -0.06 1.15
34 N -3.32 -1.58 -0.79
35 N -1.61 -0.06 -0.15
36 N 0.90 1.69 -0.87

***

C32H25CsN8O9 | ωB97M-V with the def2-TZVPD basis set

net charge = -2
Kohn-Sham gap = 0.2278 hartree
energy = -2369.73270 Ha

Atoms and positions in Å:
1 Cs -0.20 0.07 -0.53
2 O 0.43 -1.74 -5.47
3 C 1.21 -2.83 -5.45
4 C 1.49 -3.48 -6.66
5 C 2.28 -4.61 -6.67
6 C 2.80 -5.13 -5.49
7 C 2.52 -4.48 -4.29
8 C 1.73 -3.34 -4.25
9 C 1.43 -2.64 -2.95
10 O 0.61 -1.66 -2.99
11 N 2.08 -3.10 -1.91
12 N 1.74 -2.45 -0.75
13 C 2.62 -2.48 0.17
14 C 2.44 -1.80 1.47
15 C 3.58 -1.59 2.25
16 C 3.46 -0.93 3.46
17 C 2.21 -0.51 3.87
18 C 1.13 -0.76 3.03
19 N 1.24 -1.38 1.86
20 H 0.35 -1.50 -4.47
21 H 1.08 -3.07 -7.57
22 H 2.49 -5.10 -7.61
23 H 3.42 -6.02 -5.50
24 H 2.91 -4.85 -3.35
25 H 3.58 -2.97 0.01
26 H 4.54 -1.93 1.89
27 H 4.34 -0.74 4.08
28 H 2.06 0.00 4.81
29 H 0.13 -0.44 3.31
30 C -5.25 -0.07 0.00
31 C -4.26 0.18 -1.11
32 C -3.93 -0.83 -2.00
33 C -3.00 -0.64 -3.01
34 C -2.63 -1.78 -3.92
35 C -2.38 0.60 -3.12
36 C -2.69 1.64 -2.24
37 C -1.97 2.96 -2.32
38 C -3.63 1.42 -1.24
39 H -6.13 -0.60 -0.38
40 H -5.58 0.86 0.45
41 H -4.79 -0.68 0.77
42 H -4.41 -1.80 -1.89
43 H -3.51 -2.38 -4.17
44 H -1.89 -2.43 -3.45
45 H -2.18 -1.42 -4.85
46 H -1.63 0.76 -3.89
47 H -1.25 3.07 -1.52
48 H -2.68 3.79 -2.24
49 H -1.45 3.06 -3.27
50 H -3.89 2.22 -0.56
51 O -2.48 -0.88 1.58
52 N -2.29 -0.57 2.78
53 C -3.22 -0.95 3.67
54 C -4.40 -1.66 3.30
55 N -5.35 -2.24 3.01
56 C -3.02 -0.61 5.03
57 N -2.88 -0.35 6.15
58 O 2.08 1.64 0.76
59 C 1.22 2.48 1.10
60 O 0.14 2.75 0.54
61 C 1.52 3.24 2.40
62 C 0.76 4.33 2.78
63 C 1.09 5.01 3.94
64 C 2.13 4.64 4.76
65 C 2.87 3.54 4.35
66 C 2.59 2.84 3.19
67 N 4.00 3.11 5.20
68 O 4.24 3.76 6.20
69 O 4.62 2.12 4.86
70 N 0.30 6.20 4.33
71 O 0.60 6.77 5.37
72 O -0.60 6.55 3.60
73 H -0.08 4.62 2.17
74 H 2.37 5.17 5.67
75 H 3.19 1.99 2.88

***

C33H25Cl2F3N4P2PbSSe2 | ωB97M-V with the def2-TZVPD basis set

net charge = 0
Kohn-Sham gap = 0.2845 hartree
energy = -8788.25333 Ha

Atoms and positions in Å:
1 Pb 2.92 -2.20 1.94
2 Se -0.47 -1.39 -4.21
3 P -0.19 0.28 -2.96
4 C -1.72 1.02 -2.35
5 C -2.95 0.57 -2.81
6 C -4.12 1.17 -2.35
7 C -4.05 2.21 -1.44
8 C -2.82 2.66 -0.97
9 C -1.65 2.07 -1.43
10 C 0.69 1.61 -3.82
11 C 0.12 2.86 -4.04
12 C 0.80 3.81 -4.79
13 C 2.05 3.52 -5.31
14 C 2.62 2.27 -5.11
15 C 1.94 1.31 -4.37
16 C 0.82 -0.07 -1.50
17 C 0.72 -0.93 -0.40
18 N 1.94 -0.90 0.20
19 N 2.73 -0.07 -0.46
20 N 2.08 0.44 -1.48
21 P -0.63 -1.87 0.32
22 Se 0.02 -3.01 2.02
23 C -1.25 -2.97 -0.96
24 C -0.33 -3.92 -1.40
25 C -0.68 -4.83 -2.38
26 C -1.96 -4.81 -2.92
27 C -2.87 -3.86 -2.49
28 C -2.52 -2.94 -1.52
29 C -1.81 -0.67 0.99
30 C -3.18 -0.86 1.08
31 C -3.95 0.01 1.84
32 C -3.35 1.06 2.52
33 C -1.98 1.26 2.42
34 C -1.21 0.40 1.66
35 H -2.97 -0.24 -3.53
36 H -5.08 0.82 -2.72
37 H -4.96 2.67 -1.08
38 H -2.77 3.48 -0.26
39 H -0.69 2.41 -1.07
40 H -0.86 3.08 -3.64
41 H 0.35 4.78 -4.96
42 H 2.58 4.27 -5.89
43 H 3.59 2.04 -5.53
44 H 2.37 0.33 -4.23
45 H 0.67 -3.95 -0.96
46 H 0.05 -5.56 -2.72
47 H -2.23 -5.52 -3.69
48 H -3.86 -3.83 -2.93
49 H -3.23 -2.17 -1.25
50 H -3.66 -1.70 0.60
51 H -5.02 -0.15 1.91
52 H -3.96 1.73 3.12
53 H -1.51 2.08 2.95
54 H -0.14 0.55 1.60
55 Cl 2.14 -4.05 4.77
56 C 3.75 -3.95 5.51
57 Cl 4.73 -2.67 4.77
58 H 4.25 -4.89 5.37
59 H 3.62 -3.71 6.56
60 F 5.32 2.55 3.91
61 C 4.09 2.87 3.46
62 F 3.73 4.02 4.08
63 F 4.19 3.15 2.15
64 C 3.08 1.79 3.72
65 C 1.96 2.07 4.47
66 C 0.99 1.10 4.69
67 C 1.18 -0.13 4.10
68 N 2.26 -0.42 3.38
69 C 3.26 0.49 3.18
70 S 4.61 -0.05 2.28
71 H 1.84 3.06 4.89
72 H 0.11 1.30 5.28
73 H 0.45 -0.93 4.19

***

C13H13N | ωB97M-V with the def2-TZVPD basis set

net charge = 0
SMILES = Cc1cc(C2CC2)nc2ccccc12
Kohn-Sham gap = 0.3183 hartree
energy = -557.83072 Ha
ΔE to the lowest compared entry with this formula, charge and spin = 38.3 kcal per mole

Atoms and positions in Å:
1 C 0.41 -3.23 0.79
2 C 0.16 -1.76 0.32
3 C -0.79 -1.00 0.99
4 C -1.08 0.39 0.71
5 C -2.14 1.14 1.43
6 C -1.82 2.64 1.78
7 C -2.80 2.28 0.69
8 N -0.39 1.04 -0.21
9 C 0.68 0.44 -0.77
10 C 1.42 1.24 -1.66
11 C 2.48 0.75 -2.38
12 C 2.78 -0.60 -2.23
13 C 2.13 -1.47 -1.43
14 C 0.90 -1.05 -0.69
15 H 0.81 -3.95 -0.11
16 H -0.63 -3.57 1.22
17 H 1.30 -3.19 1.77
18 H -1.48 -1.44 1.75
19 H -2.71 0.63 2.14
20 H -2.27 2.83 2.74
21 H -0.76 3.00 1.50
22 H -3.88 2.53 0.90
23 H -2.66 2.31 -0.46
24 H 1.28 2.35 -1.68
25 H 3.07 1.29 -3.12
26 H 3.63 -1.12 -2.63
27 H 2.34 -2.49 -1.37

***

C6H9NO | ωB97M-V with the def2-TZVPD basis set

net charge = 0
SMILES = C=C/C=[N+](/[O-])C(=C)C
Kohn-Sham gap = 0.3257 hartree
energy = -363.84293 Ha
ΔE to the lowest compared entry with this formula, charge and spin = 113.8 kcal per mole

Atoms and positions in Å:
1 C -2.67 0.77 -0.01
2 C -1.42 0.58 -0.42
3 C -0.27 1.45 -0.21
4 N 0.91 1.04 0.08
5 O 1.91 1.70 0.29
6 C 1.09 -0.40 -0.08
7 C 1.38 -0.88 -1.27
8 C 1.02 -1.29 1.13
9 H -3.50 -0.02 -0.07
10 H -2.91 1.60 0.57
11 H -1.05 -0.29 -0.78
12 H -0.54 2.46 -0.21
13 H 1.41 -1.98 -1.32
14 H 1.51 -0.16 -2.15
15 H 1.68 -1.00 1.82
16 H 1.44 -2.34 0.95
17 H 0.00 -1.24 1.68

***

C32H86N12O9 | ωB97M-V with the def2-TZVPD basis set

net charge = 0
Kohn-Sham gap = 0.3114 hartree
energy = -2604.93334 Ha
ΔE to the lowest compared entry with this formula, charge and spin = 0.0 kcal per mole

Atoms and positions in Å:
1 C -4.52 7.14 1.59
2 C -4.71 5.90 2.51
3 C -6.01 5.15 2.08
4 C -5.82 4.24 0.86
5 C -4.61 3.30 1.03
6 C -3.32 4.06 1.34
7 N -3.60 4.99 2.40
8 O -2.42 5.52 2.97
9 C -2.26 3.04 1.71
10 C -2.90 4.75 0.02
11 C -4.98 6.28 3.96
12 H -4.83 8.04 2.13
13 H -5.31 7.14 0.83
14 H -3.54 7.25 1.16
15 H -6.33 4.48 2.87
16 H -6.77 5.86 1.74
17 H -5.72 4.81 -0.06
18 H -6.69 3.58 0.78
19 H -4.47 2.70 0.13
20 H -4.87 2.68 1.89
21 H -1.25 3.47 1.74
22 H -2.47 2.45 2.60
23 H -2.07 2.42 0.83
24 H -3.76 5.25 -0.43
25 H -2.14 5.50 0.25
26 H -2.47 4.15 -0.79
27 H -5.79 6.98 4.11
28 H -4.09 6.81 4.33
29 H -5.07 5.44 4.64
30 H -2.15 4.90 3.66
31 C -3.40 -4.84 -0.54
32 O -3.05 -5.42 -1.56
33 N -4.71 -4.46 -0.31
34 N -2.50 -4.39 0.38
35 H -5.35 -4.91 -0.93
36 H -5.01 -4.33 0.64
37 H -2.90 -3.98 1.21
38 H -1.50 -4.48 0.28
39 C 0.04 -4.45 -3.76
40 O 0.99 -3.99 -4.42
41 N -1.22 -4.30 -4.22
42 N 0.16 -5.22 -2.64
43 H -2.03 -4.66 -3.72
44 H -1.35 -3.57 -4.90
45 H 1.09 -5.26 -2.22
46 H -0.54 -5.77 -2.19
47 C 3.66 -2.07 -2.88
48 O 4.53 -1.56 -2.18
49 N 2.47 -1.43 -3.18
50 N 3.77 -3.25 -3.59
51 H 1.65 -2.02 -3.20
52 H 2.35 -0.64 -2.56
53 H 4.69 -3.66 -3.59
54 H 3.19 -3.28 -4.41
55 C 6.26 5.69 1.64
56 C 6.51 4.46 2.53
57 C 6.32 3.19 1.71
58 O 4.94 2.87 1.54
59 C 4.77 1.70 0.83
60 N 7.81 4.53 3.14
61 H 6.29 6.63 2.19
62 H 5.25 5.68 1.20
63 H 6.97 5.72 0.82
64 H 5.71 4.44 3.26
65 H 6.67 2.39 2.38
66 H 6.84 3.23 0.75
67 H 3.75 1.46 0.56
68 H 5.22 0.81 1.30
69 H 5.34 1.57 -0.11
70 H 7.80 4.85 4.09
71 H 8.65 4.63 2.60
72 C -0.88 -2.18 -1.16
73 C 0.51 -2.28 -0.54
74 C 1.11 -0.92 -0.15
75 O 0.85 0.05 -1.15
76 C 1.07 1.37 -0.76
77 N 0.46 -3.21 0.59
78 H -0.85 -1.69 -2.13
79 H -1.57 -1.71 -0.47
80 H -1.13 -3.22 -1.33
81 H 1.19 -2.68 -1.29
82 H 2.20 -1.00 -0.04
83 H 0.68 -0.68 0.83
84 H 2.14 1.60 -0.66
85 H 0.60 1.67 0.19
86 H 0.66 2.02 -1.53
87 H 1.37 -3.24 1.06
88 H -0.08 -2.72 1.31
89 C 0.06 0.47 7.03
90 C -0.57 -0.06 5.73
91 C -0.02 -1.32 5.12
92 O 1.30 -1.23 4.66
93 C 1.42 -0.51 3.46
94 N -2.05 -0.03 5.75
95 H 0.00 -0.20 7.89
96 H -0.51 1.33 7.36
97 H 1.10 0.77 6.90
98 H -0.35 0.76 5.03
99 H -0.71 -1.67 4.33
100 H -0.09 -2.20 5.77
101 H 2.28 -0.71 2.84
102 H 1.30 0.56 3.66
103 H 0.57 -0.68 2.79
104 H -2.33 0.87 6.13
105 H -2.36 -0.71 6.44
106 C 2.40 -6.41 1.09
107 C 2.24 -5.39 -0.03
108 C 2.95 -4.07 0.20
109 O 2.59 -3.51 1.43
110 C 3.38 -2.37 1.71
111 N 2.66 -5.92 -1.33
112 H 3.31 -7.02 0.97
113 H 1.55 -7.10 1.08
114 H 2.52 -6.03 2.11
115 H 1.17 -5.18 -0.10
116 H 2.65 -3.42 -0.64
117 H 4.03 -4.11 0.01
118 H 3.03 -1.85 2.59
119 H 3.42 -1.70 0.83
120 H 4.42 -2.67 1.86
121 H 2.60 -6.93 -1.39
122 H 3.62 -5.66 -1.56
123 C -3.05 -0.83 -8.13
124 C -1.58 -1.07 -7.83
125 C -1.32 -1.86 -6.58
126 O -2.01 -1.44 -5.41
127 C -1.66 -0.14 -5.02
128 N -0.93 -1.73 -9.00
129 H -3.54 -1.81 -8.15
130 H -3.17 -0.28 -9.06
131 H -3.54 -0.21 -7.38
132 H -0.96 -0.17 -7.89
133 H -0.28 -2.04 -6.29
134 H -1.70 -2.87 -6.80
135 H -0.64 -0.01 -4.66
136 H -2.39 0.19 -4.28
137 H -1.87 0.62 -5.79
138 H -1.39 -2.62 -9.21
139 H -1.07 -1.16 -9.81